# 1
C32H54N8S4SeY | wB97M-V/def2-TZVPD

The geometry in XYZ format:
```
100
Properties=species:S:1:pos:R:3:forces:R:3
Y -0.421 -0.559 -1.379 -0.60 0.39 -0.41
Se 3.015 -0.605 -1.012 0.23 0.15 0.24
S 0.696 0.259 1.249 -0.13 -0.31 -0.21
S -2.304 2.198 -1.386 -0.04 0.02 0.05
S 1.059 2.293 -1.322 -0.02 0.12 0.00
S -0.542 1.318 -4.106 0.02 -0.03 0.01
N 0.337 -2.739 -0.041 -0.12 0.37 0.01
N 1.768 -0.675 -2.318 0.15 -0.15 -0.12
N -2.135 -1.693 -0.072 -0.07 -0.17 -0.12
N -0.285 1.281 3.530 -0.02 0.10 0.17
N -0.464 -2.718 -2.852 -0.06 0.30 0.21
N 4.293 -1.069 -2.078 0.52 -0.26 -0.38
N 1.483 2.387 2.568 0.14 -0.02 0.09
N -2.672 -0.808 -2.640 0.25 -0.04 0.16
C 4.618 -1.612 -4.422 0.09 -0.07 -0.31
C -1.203 0.169 3.747 -0.02 -0.36 0.07
C -2.863 2.584 -3.081 0.18 -0.17 0.31
C 1.793 3.305 3.669 0.09 0.18 0.11
C 0.383 -3.782 -2.278 0.03 -0.09 0.23
C -0.293 -0.516 6.052 -0.16 -0.07 0.00
C -4.431 -1.715 0.578 0.02 0.00 -0.01
C 3.648 1.478 5.387 0.06 0.01 -0.14
C 4.037 2.144 4.069 -0.08 0.09 0.15
C -0.007 3.457 -0.412 0.15 -0.24 -0.24
C -1.372 3.722 -1.016 -0.07 -0.22 0.00
C -0.387 -2.781 1.242 -0.04 -0.03 0.10
C 1.019 2.252 -4.127 -0.21 -0.08 0.07
C 3.305 3.464 3.813 -0.04 -0.23 -0.08
C 0.084 -3.981 -0.807 0.01 0.03 -0.31
C 1.814 -1.152 -4.734 -0.06 -0.10 -0.35
C -1.872 -3.120 -3.049 -0.09 0.13 -0.05
C -4.096 -2.299 1.788 0.03 0.00 -0.06
C -1.546 -0.198 6.866 0.12 0.00 -0.05
C -2.776 -2.661 2.012 0.00 -0.03 0.00
C -1.820 -2.354 1.060 -0.06 -0.04 0.06
C -3.796 -0.881 -1.687 -0.02 0.04 0.16
C 3.825 -1.238 -3.302 -0.31 0.11 0.24
C 1.278 3.147 -2.924 -0.08 -0.14 0.25
C 4.013 -1.731 -5.632 0.33 -0.04 0.14
C -2.631 -1.931 -3.607 0.09 -0.27 0.03
C -0.585 -0.933 4.609 0.06 0.17 0.03
C 2.398 -1.017 -3.452 0.12 0.02 0.45
C -1.775 2.674 -4.143 0.17 -0.28 0.02
C 0.601 1.394 2.555 0.06 0.20 -0.16
C -3.427 -1.446 -0.336 -0.11 0.04 0.07
C 2.618 -1.489 -5.787 -0.31 0.07 0.20
H -4.201 0.121 -1.529 0.00 0.01 -0.08
H -1.957 -3.969 -3.732 0.03 -0.01 0.01
H -2.064 0.693 6.506 -0.03 -0.01 0.02
H 1.786 1.484 -4.210 0.04 0.03 -0.07
H -3.403 3.529 -3.030 -0.08 -0.03 -0.05
H 3.754 2.175 6.219 -0.02 -0.02 0.03
H -1.492 -0.226 2.775 -0.04 0.09 -0.04
H 3.704 3.945 2.914 -0.02 0.05 0.02
H -1.966 4.302 -0.311 0.00 0.07 -0.05
H -0.092 -2.543 -3.783 0.05 0.15 0.02
H 3.484 4.146 4.646 0.00 0.07 -0.04
H 0.235 -1.342 6.531 0.08 0.06 0.01
H 2.186 -1.571 -6.776 -0.01 -0.02 0.00
H -2.237 2.651 -5.129 0.00 0.11 -0.01
H -3.602 1.819 -3.325 -0.06 0.07 -0.05
H -4.858 -2.508 2.526 0.00 -0.03 0.00
H -1.280 -0.021 7.907 -0.05 0.03 0.01
H 3.856 1.448 3.242 0.09 0.00 -0.03
H -2.120 -1.575 -4.505 -0.05 0.04 -0.02
H -0.964 -4.254 -0.675 0.01 -0.01 0.06
H 5.675 -1.792 -4.279 0.00 0.02 -0.02
H -2.809 0.027 -3.193 0.03 0.04 0.02
H 4.296 0.625 5.582 -0.04 -0.02 0.05
H 2.154 2.385 1.814 -0.05 -0.10 -0.08
H 1.329 -2.705 0.173 0.04 0.03 0.02
H -5.460 -1.482 0.334 0.00 -0.02 0.01
H 0.538 4.395 -0.299 -0.03 0.01 0.09
H 5.108 2.351 4.078 0.00 -0.02 -0.06
H 0.103 -2.115 1.949 0.00 0.00 0.01
H -1.302 4.288 -1.943 0.00 0.04 0.02
H 0.247 -4.730 -2.807 0.00 0.02 -0.03
H -2.491 -3.190 2.912 0.01 -0.02 -0.03
H 1.035 2.846 -5.041 0.07 -0.03 -0.03
H 2.619 1.109 5.374 -0.01 0.00 0.03
H 0.684 -4.809 -0.424 -0.03 0.00 0.06
H 0.760 -0.952 -4.882 0.03 0.04 -0.06
H 1.389 2.915 4.604 -0.02 -0.05 -0.02
H -2.246 -1.034 6.842 -0.02 0.01 0.01
H 0.390 0.339 6.070 0.06 -0.04 0.00
H -1.213 3.602 -4.061 -0.04 0.03 0.00
H -1.279 -1.779 4.623 0.02 -0.01 -0.02
H -2.302 -3.417 -2.093 0.02 -0.06 -0.01
H 1.427 -3.482 -2.399 -0.01 -0.01 -0.07
H -0.112 2.991 0.566 0.04 0.08 0.06
H -0.194 1.918 4.308 -0.02 0.09 -0.07
H -4.607 -1.491 -2.093 -0.02 0.06 -0.04
H 2.311 3.492 -2.966 -0.02 0.08 -0.03
H 0.637 4.026 -2.920 0.02 0.02 -0.07
H 1.324 4.271 3.475 -0.05 -0.03 0.05
H -2.093 0.571 4.229 -0.01 0.05 -0.07
H 0.345 -1.266 4.135 -0.04 -0.05 -0.04
H -3.638 -2.240 -3.897 -0.02 0.07 -0.02
H 4.591 -2.011 -6.502 0.01 0.01 0.01
H -0.373 -3.785 1.678 0.01 -0.01 -0.04
```
Forces are in eV/Å.

Energy relative to the best compared isomer or geometry (same formula, charge and spin), kcal/mol: 17.26
Spin multiplicity: 1
Charge: +3
LUMO, eV: -8.56
Gap between HOMO and LUMO, eV: 7.7829

# 2
C20H23N6O2S8SbW | wB97M-V/def2-TZVPD

The geometry in XYZ format:
```
61
Properties=species:S:1:pos:R:3:forces:R:3
W -2.753 -0.055 0.792 1.95 -0.41 0.05
Sb -5.300 2.421 -0.767 0.28 -0.02 0.26
S -3.989 -2.079 0.510 0.48 0.47 0.26
S -4.049 0.558 2.307 -1.05 0.51 0.27
S -3.826 0.572 -1.225 -0.56 -0.20 -0.41
S 0.088 1.206 4.544 0.21 -0.38 0.28
S -4.888 3.708 -2.730 -0.17 -0.09 -0.37
S -0.826 -1.725 0.818 -0.75 0.80 0.15
S -1.931 -0.944 4.234 0.18 -0.46 -0.17
S -3.824 4.308 -1.029 0.08 0.06 0.35
O 1.962 3.187 1.361 0.56 0.36 0.79
O -1.585 1.338 -0.017 -0.41 -0.14 -0.02
N -0.200 -0.107 -2.259 -1.39 1.75 -0.47
N 0.141 -5.021 -0.577 -0.80 0.62 0.20
N -4.118 -5.100 -1.254 -0.39 -0.40 -0.22
N -0.223 1.537 1.761 0.99 1.01 0.34
N -1.119 0.662 2.262 -1.08 -1.63 0.35
N 1.493 -1.497 -1.611 -0.17 -0.46 0.59
C 0.157 2.910 -0.260 0.64 -0.18 1.70
C -1.003 0.326 3.507 0.24 0.36 -0.32
C 0.171 -0.137 5.756 -0.42 -0.64 0.52
C -0.068 -2.350 -3.306 -0.59 1.14 0.84
C 0.400 -1.208 -2.373 -0.23 -1.56 -0.97
C -3.556 -4.295 -0.665 0.96 -0.46 -0.03
C 2.455 -2.512 -2.043 1.74 2.35 3.63
C -1.512 -3.163 0.188 0.17 -0.58 -0.67
C 1.381 4.891 -1.772 0.69 0.54 -0.34
C -0.643 -4.231 -0.256 0.74 -0.13 0.22
C 3.137 -3.190 -0.802 -0.79 0.27 -0.99
C -0.546 1.866 0.560 0.18 1.38 -1.52
C -2.842 -3.261 0.004 -1.12 0.10 -0.09
C -0.342 3.315 -1.496 -0.81 -0.86 0.08
C 3.116 0.382 -1.409 0.05 0.78 1.75
C 2.027 -0.475 -0.740 0.34 0.88 0.86
C 1.313 3.553 0.255 -0.51 -1.10 -1.49
C -1.212 -0.786 5.905 -0.20 0.46 -0.35
C 0.255 4.236 -2.307 0.41 1.39 0.01
C 1.921 4.504 -0.561 -0.33 0.35 0.65
H -1.089 -2.064 -3.590 0.32 -0.17 -0.28
H 1.911 5.757 -2.236 -0.74 -0.93 -0.08
H -1.226 -1.804 6.386 0.06 1.23 -0.38
H 0.580 -2.396 -4.182 -0.15 -0.41 0.06
H -1.882 -0.046 6.361 0.19 -0.57 0.55
H 1.239 0.197 -0.354 0.08 -0.43 -0.84
H 0.487 0.233 6.726 0.05 0.36 0.02
H -0.214 4.567 -3.251 0.39 -0.34 0.65
H 0.903 -0.872 5.454 0.21 -0.14 -0.32
H 2.761 5.018 -0.121 0.27 0.10 -0.18
H 3.335 1.197 -0.689 0.15 -0.34 -0.27
H -0.161 -3.277 -2.728 0.40 0.00 -0.48
H 2.873 0.891 -2.311 -0.88 0.16 -0.83
H -1.035 0.028 -2.882 1.14 -0.61 0.84
H 2.476 -3.332 0.040 -0.37 0.11 0.14
H 4.010 -2.645 -0.484 0.28 0.28 0.15
H 3.267 -1.935 -2.480 0.14 -0.41 -0.93
H 2.023 -3.193 -2.666 -0.97 -1.67 -1.62
H 2.413 -0.867 0.245 -0.05 -0.26 -1.20
H 4.042 -0.121 -1.608 0.51 -0.55 0.13
H -1.286 2.883 -1.773 -0.15 -0.28 -0.30
H 1.471 2.599 1.953 -0.45 -0.14 -0.38
H 3.441 -4.162 -1.112 0.45 -0.87 -0.17
```
Forces are in eV/Å.

Energy relative to the best compared isomer or geometry (same formula, charge and spin), kcal/mol: 0.00
Spin multiplicity: 1
LUMO, eV: -1.92
Gap between HOMO and LUMO, eV: 6.2607

Q: spin multiplicity of number 1 (C32H54N8S4SeY)?
A: 1